Formula: C24H21ClHoN2P
Source: OMol25
Level of theory: ωB97M-V/def2-TZVPD

## Properties
HOMO (spin up / spin down): -0.5583 / -0.5537 Ha
Gap between HOMO and LUMO (spin up / spin down): 0.278 / 0.174 Ha
LUMO (spin up / spin down): -0.280 / -0.380 Ha
⟨S²⟩: 6.260

Geometry as ORCA input:
```
! RIJCOSX wB97M-V def2-TZVPD def2/J DEFGRID3
* xyz 2 5
Ho 0.15790 -0.00329 1.55197
Cl 2.83653 -0.55645 1.75758
P -0.04794 -0.02994 -0.97009
C -0.70721 1.54840 -1.60270
C -1.93157 1.57024 -2.28026
C -2.39981 2.76736 -2.82671
C -1.67319 3.95097 -2.57855
C -0.52507 3.96193 -1.77783
C -0.05338 2.76309 -1.24606
C 1.61785 -0.22857 -1.67074
C 2.33216 -1.41045 -1.34323
C 3.61511 -1.58293 -1.84060
C 4.20190 -0.57579 -2.61550
C 3.53381 0.64615 -2.85762
C 2.24901 0.82000 -2.33509
C -1.00779 -1.40100 -1.63521
C -1.58239 -2.37947 -0.76308
C -2.39266 -3.36325 -1.33765
C -2.57867 -3.37465 -2.71604
C -1.98404 -2.43158 -3.59029
C -1.17991 -1.43177 -3.00863
H 1.89334 -2.15671 -0.67601
H 4.15045 -2.51701 -1.63296
H 5.18953 -0.72569 -3.05293
H 3.97547 1.44037 -3.46152
H 1.72921 1.77428 -2.50489
H -2.48420 0.62679 -2.44858
H -3.29986 2.73932 -3.44721
H -2.03922 4.87243 -3.01057
H 0.03573 4.88713 -1.60257
H 0.85150 2.74369 -0.61276
H -1.44290 -2.30223 0.32727
H -2.87756 -4.10881 -0.68594
H -3.19760 -4.14132 -3.16485
H -2.13063 -2.42069 -4.66283
H -0.72028 -0.64224 -3.62864
H -1.45717 0.93192 1.41596
H -1.69688 -0.20632 1.45602
N 2.98410 0.01256 7.73049
C 2.03433 -0.00826 7.06157
C 0.89031 -0.01915 6.13852
C -0.45398 0.00656 6.51364
C -1.52194 0.02804 5.63457
C -1.17332 0.00728 4.25013
N 0.12532 -0.05438 3.85355
C 1.14071 -0.04556 4.76673
H -0.65137 0.01653 7.58977
H -2.59436 0.05281 5.87549
H -1.86507 0.03384 3.38406
H 2.12570 -0.08422 4.28086
*
```

Formula: C24H21CoF3IN5O2S
Source: OMol25
Level of theory: ωB97M-V/def2-TZVPD

## Properties
HOMO (spin up / spin down): -0.2713 / -0.2703 Ha
ΔE to the lowest compared entry with this formula, charge and spin: 0.0 kcal/mol
Gap between HOMO and LUMO (spin up / spin down): 0.265 / 0.264 Ha
LUMO (spin up / spin down): -0.006 / -0.006 Ha
⟨S²⟩: 0.757

Geometry as ORCA input:
```
! RIJCOSX wB97M-V def2-TZVPD def2/J DEFGRID3
* xyz 0 2
Co -0.03613 0.88016 -0.12612
C 4.37438 -0.08543 -0.04017
C 3.73164 0.35986 1.23493
N 4.47755 0.74112 2.23408
C 3.89007 1.17534 3.37887
C 2.53991 1.20541 3.56587
C 1.95377 1.70886 4.85429
O 0.99041 2.74429 4.65044
C 1.69956 0.80272 2.49224
C 0.29329 0.64810 2.69808
N -0.56013 0.47807 1.74240
C -1.90023 0.14837 2.05470
C -2.56984 0.66521 3.16175
C -3.89207 0.32913 3.40451
C -4.56653 -0.52491 2.54428
C -3.91024 -1.05238 1.44203
C -2.58619 -0.71838 1.20312
I -1.58732 -1.59947 -0.39490
C 2.28504 0.38932 1.27860
O 1.63646 -0.00315 0.23948
H 5.45404 0.00905 0.04283
H 4.00891 0.51857 -0.87346
H 4.10740 -1.11948 -0.26768
H 4.56469 1.50816 4.15980
H 2.76085 2.05040 5.50880
H 1.41840 0.92044 5.38926
H 1.40117 3.41225 4.08962
H -0.04743 0.58313 3.72870
H -2.06524 1.35925 3.82282
H -4.39675 0.74610 4.26608
H -5.60106 -0.78209 2.72769
H -4.42328 -1.72717 0.77054
F 1.93993 5.31583 -2.53726
C 2.75768 4.29288 -2.82855
F 3.33017 4.59218 -4.01516
F 3.74334 4.29165 -1.92232
C 2.03053 2.97803 -2.89491
C 2.06686 2.23922 -4.05382
C 1.40900 1.01125 -4.12904
C 0.72457 0.59259 -3.01173
N 0.67110 1.30972 -1.89154
C 1.32588 2.48979 -1.76439
S 1.23741 3.21243 -0.22038
H 2.61600 2.61462 -4.90639
H 1.43354 0.40745 -5.02323
H 0.19106 -0.35148 -2.99372
C -1.86247 3.48785 1.34832
C -2.24958 2.90048 0.04120
N -1.72760 1.85032 -0.56484
C -2.41805 1.68597 -1.74759
C -3.36526 2.64712 -1.85847
N -3.24490 3.40665 -0.71739
H -0.82057 3.25610 1.55307
H -2.48727 3.09167 2.15017
H -1.97281 4.57193 1.32243
H -2.17627 0.89520 -2.43485
H -4.08522 2.86524 -2.62577
H -3.79239 4.21319 -0.47675
*
```

Formula: C24H21IIrN5O2S4
Source: OMol25
Level of theory: ωB97M-V/def2-TZVPD

## Properties
HOMO (spin up / spin down): -0.3796 / -0.3845 Ha
ΔE to the lowest compared entry with this formula, charge and spin: 121.7 kcal/mol
Gap between HOMO and LUMO (spin up / spin down): 0.183 / 0.187 Ha
LUMO (spin up / spin down): -0.196 / -0.197 Ha
⟨S²⟩: 0.757

Geometry as ORCA input:
```
! RIJCOSX wB97M-V def2-TZVPD def2/J DEFGRID3
* xyz 1 2
Ir -0.91480 0.68391 -0.65478
C 4.36402 -1.55147 0.60896
C 3.34347 -1.48116 1.71442
N 3.76614 -1.85050 2.92260
C 2.95763 -1.73577 3.96552
C 1.67447 -1.21046 3.90686
C 0.92980 -1.01182 5.20259
O -0.36374 -1.59889 5.11514
C 1.18587 -0.83957 2.64932
C -0.14568 -0.20827 2.57829
N -0.69841 0.38976 1.59406
C -1.90292 1.15421 1.77618
C -2.53936 1.53778 2.94625
C -3.67319 2.32509 2.81407
C -4.13554 2.69306 1.55172
C -3.47736 2.29404 0.39239
C -2.32687 1.52784 0.51078
I -2.61501 -1.17920 -1.33901
C 2.03965 -1.01413 1.56491
O 1.45474 -0.64284 0.36426
H 5.32220 -1.77089 1.07229
H 4.44632 -0.60929 0.06674
H 4.16057 -2.34580 -0.11451
H 3.35888 -2.07189 4.91537
H 0.86239 0.05946 5.42555
H 1.51165 -1.47500 6.00070
H -0.72580 -1.69792 6.00125
H -0.67630 -0.21062 3.52580
H -2.18547 1.24196 3.92634
H -4.20577 2.65221 3.69680
H -5.02720 3.30232 1.47384
H -3.87234 2.57664 -0.57567
S 1.72487 2.77962 -1.32363
S 0.47806 2.25237 -0.02178
S 1.89934 -1.13182 -1.09827
S -0.28953 -3.18347 -0.75705
N -0.52993 -0.03983 -3.83782
C 0.43248 -0.78512 -3.14626
C 0.98830 -1.79123 -3.88170
C 1.84126 -2.89340 -3.51523
C 2.08364 -3.43186 -2.31318
C 1.46747 -2.93664 -1.06198
N 0.66814 -0.39781 -1.84993
C -1.15298 1.14326 -3.60822
C -1.80738 1.74710 -4.70275
C -2.39836 2.96508 -4.55314
C -2.32950 3.61044 -3.30987
C -1.72683 2.95707 -2.28159
N -1.15616 1.71972 -2.39432
H -0.74248 -0.43810 -4.73651
H 0.73966 -1.76604 -4.93608
H 2.31499 -3.37997 -4.36046
H 2.76228 -4.27125 -2.23430
H 1.98982 -3.32001 -0.17878
H -1.81800 1.23283 -5.65453
H -2.89682 3.43358 -5.39155
H -2.75251 4.59113 -3.15079
H -1.68190 3.40159 -1.29934
*
```

Formula: C24H21IN7PdS
Source: OMol25
Level of theory: ωB97M-V/def2-TZVPD

## Properties
HOMO (spin up / spin down): -0.6081 / -0.6081 Ha
Gap between HOMO and LUMO (spin up / spin down): 0.173 / 0.174 Ha
LUMO (spin up / spin down): -0.435 / -0.435 Ha

Geometry as ORCA input:
```
! RIJCOSX wB97M-V def2-TZVPD def2/J DEFGRID3
* xyz 3 1
Pd 2.14082 -0.14365 0.61654
C 6.71541 -2.56139 1.97383
C 6.33795 -1.41323 1.12334
N 7.14314 -0.63822 0.47090
N 6.36525 0.28516 -0.15587
C 5.08063 0.08741 0.07735
S 3.70042 0.94057 -0.52382
N 5.03150 -0.98613 0.88911
N 3.80291 -1.45224 1.38820
H 7.79959 -2.57099 2.06300
H 6.39657 -3.50219 1.52251
H 6.28666 -2.47146 2.97285
H 6.80214 1.00683 -0.71721
H 3.80601 -1.30456 2.39980
H 3.73140 -2.45566 1.21203
I 0.61018 1.92324 1.24740
C -0.22234 2.25543 -0.63184
C -0.29037 3.57571 -1.00938
C -0.63241 3.91872 -2.32843
C -0.79563 2.92946 -3.25387
C -0.72259 1.56022 -2.89243
C -0.84247 0.57273 -3.89683
C -0.78499 -0.76076 -3.60287
C -0.69850 -1.15815 -2.26052
C -0.58413 -0.21803 -1.26337
C -0.51315 1.18357 -1.53207
H -0.05137 4.36560 -0.30922
H -0.70459 4.96058 -2.60468
H -0.98052 3.17507 -4.29126
H -0.98133 0.89502 -4.91998
H -0.87380 -1.50354 -4.38197
H -0.80174 -2.20451 -2.00268
C -0.00726 -2.03658 1.93054
C 0.16575 -1.60312 0.63182
N -0.75700 -0.72907 0.09618
C -1.77788 -0.28359 0.81364
C -2.01148 -0.70311 2.14262
C -1.07065 -1.55338 2.70650
C -3.12837 -0.15255 2.92561
C -4.20761 0.48839 2.46974
C -4.78076 0.53208 1.08775
C -4.79841 -0.56139 0.23779
C -5.42211 -0.37169 -0.99010
N -5.95548 0.79285 -1.34066
C -5.90520 1.76331 -0.43836
N -5.35916 1.70285 0.77012
H 0.67168 -2.77671 2.33393
H 0.76629 -2.14398 -0.09779
H -2.41870 0.43353 0.31902
H -1.18212 -1.88596 3.73031
H -2.98101 -0.22036 3.99786
H -4.81281 1.03599 3.18347
H -4.42814 -1.53696 0.52351
H -5.50311 -1.18733 -1.70058
H -6.36711 2.70618 -0.71149
*
```